Record 1
A 2-piece molecular cluster, C36H39N3O2S overall, computed with ωB97M-V with the def2-TZVPD basis set.

Output
* highest occupied orbital energy: -0.2293 hartree
* multiplicity: 1
* LUMO: -0.0075 Eh
* SMILES string: C=C1N(c2c(C)cc(C)cc2C)C=CN1c1c(C)cc(C)cc1C.Cc1ccc(S(=O)(=O)/N=C/c2ccccc2)cc1
* net charge: 0
* Kohn-Sham gap: 0.2218 Eh

Positions of all 81 atoms, in Å:
C 5.4241 -1.6719 2.1660
C 4.1777 -0.8889 2.4553
C 4.2221 0.4984 2.6125
C 3.0675 1.2499 2.8496
C 3.1888 2.7324 2.9776
C 1.8279 0.5880 2.9112
N 0.6170 1.3255 3.1458
C -0.5275 1.1715 2.3684
C -0.5051 0.7190 1.0842
N -1.6219 1.4853 3.1618
C -2.9152 0.8890 2.9822
C -3.3471 -0.0888 3.9014
C -2.5827 -0.4291 5.1363
C -4.5340 -0.7796 3.6402
C -5.3094 -0.5077 2.5159
C -6.5664 -1.2900 2.2773
C -4.8937 0.5070 1.6510
C -3.7163 1.2300 1.8822
C -3.3806 2.3896 1.0025
C -1.1291 1.9469 4.3778
C 0.2210 1.8466 4.3723
C 1.7769 -0.8126 2.8466
C 0.5039 -1.5630 3.0612
C 2.9479 -1.5309 2.5835
H 5.1903 -2.7354 2.0713
H 5.9035 -1.3479 1.2346
H 6.1727 -1.5616 2.9596
H 5.1812 1.0125 2.5327
H 2.2251 3.2170 3.1409
H 3.8618 2.9953 3.8051
H 3.6461 3.1502 2.0707
H -1.4424 0.5811 0.5775
H 0.4773 0.6173 0.6467
H -3.0315 -1.3286 5.5718
H -1.5300 -0.6705 4.9473
H -2.6411 0.3599 5.8994
H -4.8519 -1.5526 4.3408
H -7.0555 -0.9739 1.3531
H -6.3639 -2.3656 2.2056
H -7.2829 -1.1674 3.0993
H -5.5023 0.7534 0.7795
H -4.2134 2.5181 0.3012
H -3.2843 3.3285 1.5650
H -2.4686 2.2387 0.4191
H -1.7986 2.2787 5.1577
H 0.9315 2.0377 5.1660
H 0.7266 -2.6328 2.9853
H 0.0595 -1.3965 4.0523
H -0.2379 -1.3312 2.2874
H 2.8896 -2.6155 2.4842
C 5.2715 2.9435 -5.7117
C 3.9545 2.4590 -5.1898
C 3.8891 1.8813 -3.9168
C 2.6771 1.4271 -3.4066
C 1.5315 1.5492 -4.1978
S -0.0397 1.0497 -3.5208
N -0.1033 -0.5912 -4.0409
C -1.1508 -1.2424 -3.6744
C -1.3617 -2.6312 -4.0442
C -2.5412 -3.2893 -3.6344
C -2.7504 -4.6206 -3.9785
C -1.7845 -5.3044 -4.7375
C -0.6093 -4.6518 -5.1520
C -0.3952 -3.3130 -4.8086
O 0.0570 1.0740 -2.0799
O -1.0741 1.7932 -4.1917
C 1.5690 2.1355 -5.4664
C 2.7905 2.5833 -5.9582
H 5.1587 3.3698 -6.7097
H 5.7021 3.7093 -5.0582
H 6.0033 2.1308 -5.7661
H 4.7951 1.7896 -3.3158
H 2.6055 0.9808 -2.4153
H -1.9590 -0.7804 -3.0856
H -3.2650 -2.7208 -3.0474
H -3.6635 -5.1252 -3.6555
H -1.9522 -6.3484 -5.0042
H 0.1421 -5.1806 -5.7410
H 0.5034 -2.7717 -5.1128
H 0.6520 2.2298 -6.0467
H 2.8411 3.0393 -6.9485


Record 2
C40H37GaNO5S2 as an isolated structure, computed with ωB97M-V with the def2-TZVPD basis set.

Output
* highest occupied orbital energy: -0.1964 hartree
* multiplicity: 1
* LUMO: 0.0179 Eh
* net charge: -1
* ΔE to the lowest compared entry with this formula, charge and spin: 219.5 kcal per mole
* Kohn-Sham gap: 0.2143 Eh

Positions of all 86 atoms, in Å:
C 0.2459 4.3820 -3.3980
C -0.0811 3.3946 -4.6806
S -1.6737 3.7847 -5.5816
C -2.9516 2.4284 -5.4107
Ga -2.1925 0.5275 -5.1323
S -3.7504 -0.9551 -6.0731
C -0.4071 0.1398 -6.0978
C 0.1978 -1.3859 -5.8149
C 1.1694 -1.4717 -4.4973
C 2.5590 -0.6195 -4.6971
O 3.1631 -0.4728 -3.3506
C -2.1849 0.1493 -3.0946
C -3.0301 -1.1929 -2.5660
C -3.0552 -1.4523 -0.9259
C -2.2423 -0.3711 -0.0018
N -1.4594 0.8297 -0.4506
C -1.4591 1.0526 -1.9364
H 0.4486 5.4927 -3.7044
H 1.2635 3.9747 -2.9258
H -0.5663 4.2410 -2.5617
H 0.8009 3.5827 -5.4628
H 0.0236 2.2970 -4.2898
H -3.6620 2.3972 -6.3698
H -3.6708 2.6792 -4.4972
H -3.4009 -2.2192 -5.4977
H -0.6479 0.1551 -7.2668
H 0.4386 0.9318 -5.9367
H -0.7126 -2.1207 -5.8137
H 0.8351 -1.6530 -6.7876
H 0.5427 -1.1525 -3.5368
H 1.4781 -2.5918 -4.3214
H 2.4137 0.4674 -5.1165
H 3.2349 -1.1935 -5.4656
H 2.3830 -0.2321 -2.7588
H -3.6234 -1.9133 -3.2909
H -3.6403 -2.3432 -0.4079
H -2.2928 -0.5576 1.1770
H -0.8768 2.0207 -2.3241
C -1.2071 3.3775 0.9316
C -1.5826 4.7179 1.0157
C -1.0129 5.5431 1.9867
C -0.0730 5.0230 2.8849
C 0.2840 3.6769 2.8164
C -0.2757 2.8547 1.8299
C 1.2370 3.1059 3.7900
O 1.5538 1.9244 3.7283
C 1.7953 3.9767 4.8436
C 2.6550 3.4351 5.8082
C 3.1981 4.2545 6.8002
C 2.8927 5.6150 6.8263
C 2.0321 6.1561 5.8700
C 1.4748 5.3329 4.8825
C 0.5376 5.9075 3.8972
O 0.2650 7.1022 3.9222
H -1.6442 2.7366 0.1690
H -2.3179 5.1222 0.3236
H -1.3070 6.5898 2.0431
H 0.0085 1.8060 1.7617
H 2.9011 2.3746 5.7931
H 3.8613 3.8309 7.5514
H 3.3213 6.2549 7.5945
H 1.7944 7.2181 5.8995
C 1.7604 -3.0097 -0.0916
C 2.6315 -2.8400 0.9841
C 2.4488 -3.5791 2.1540
C 1.3838 -4.4826 2.2532
C 0.4984 -4.6342 1.1867
C 0.6939 -3.9045 0.0069
C -0.6572 -5.5476 1.2986
O -1.4333 -5.6839 0.3610
C -0.8686 -6.2869 2.5591
C -1.9921 -7.1119 2.6997
C -2.1925 -7.8251 3.8835
C -1.2694 -7.7242 4.9239
C -0.1522 -6.8988 4.7888
C 0.0432 -6.1712 3.6073
C 1.2089 -5.2733 3.4878
O 2.0182 -5.1805 4.4035
H 1.9081 -2.4405 -1.0068
H 3.4553 -2.1333 0.9119
H 3.1360 -3.4452 2.9878
H 0.0146 -4.0276 -0.8348
H -2.7160 -7.1988 1.8909
H -3.0684 -8.4611 3.9925
H -1.4214 -8.2853 5.8434
H 0.5617 -6.8212 5.6071


Record 3
A 14-piece molecular cluster, C5H34O14 overall, computed with ωB97M-V with the def2-TZVPD basis set.

Output
* highest occupied orbital energy: -0.3628 hartree
* multiplicity: 1
* LUMO: 0.0061 Eh
* net charge: 0
* ΔE to the lowest compared entry with this formula, charge and spin: 55.6 kcal per mole
* Kohn-Sham gap: 0.3688 Eh

Positions of all 53 atoms, in Å:
O 1.5119 0.2194 -2.3234
C 1.9578 -0.0659 -1.2143
C 0.8738 -0.1090 -0.1483
C 1.4093 0.3953 1.2263
C 0.3388 0.8109 2.2204
C 0.4324 0.1716 3.3898
H 3.0039 -0.3829 -1.1059
H 0.0654 0.6319 -0.3328
H 0.4952 -1.1361 0.0528
H 1.8876 -0.5286 1.6056
H 2.2627 1.0388 0.9938
H -0.2059 1.7264 2.0527
H -0.2566 0.3617 4.2122
H 1.1757 -0.5405 3.6778
H 0.9317 1.8515 -2.4851
H 0.9968 3.1641 -1.5756
O 0.6295 2.7760 -2.3955
H 0.0551 -4.3072 1.3735
H 1.2042 -4.4818 2.5428
O 0.9874 -4.2203 1.6450
H -1.2318 -0.7524 -2.1612
H -2.5216 -1.0009 -2.8251
O -2.1689 -0.4256 -2.1409
H -1.3015 -1.2589 2.7259
H -2.1937 -0.7087 1.7069
O -1.6580 -1.5099 1.8642
H 2.7857 4.1555 -0.3616
H 1.5037 3.7157 0.5262
O 2.1575 3.4556 -0.1500
H -3.8584 1.3093 1.5682
H -2.5161 1.7496 1.3146
O -2.9884 1.2004 1.9852
H -0.0987 3.9886 2.1169
H -0.9073 4.3316 0.8375
O -0.0108 4.3594 1.2321
H -2.1235 2.7729 -0.6786
H -3.0228 3.7337 0.2402
O -2.2078 3.2150 0.2308
H 0.0702 -2.6943 -2.5077
H 0.6264 -1.2642 -2.6537
O -0.1126 -1.8311 -2.9275
H -0.9263 2.5554 -2.2577
H -1.9084 1.4344 -2.3401
O -1.9445 2.4095 -2.2500
H -2.1774 -3.5001 1.3183
H -1.3129 -3.1761 0.1682
O -1.5936 -3.9477 0.6874
H 2.4432 -3.1495 1.2314
H 3.9230 -3.0962 0.8054
O 3.0739 -2.6546 0.6703
H 1.3438 -3.6748 -0.4055
H 0.2528 -4.4532 -1.3021
O 0.8826 -3.7287 -1.2487


Record 4
An isolated molecule of C5H9N3, computed with ωB97M-V with the def2-TZVPD basis set.

Output
* highest occupied orbital energy: -0.2258 hartree
* multiplicity: 1
* LUMO: 0.0340 Eh
* net charge: 0
* ΔE to the lowest compared entry with this formula, charge and spin: 70.8 kcal per mole
* Kohn-Sham gap: 0.2597 Eh

Positions of all 17 atoms, in Å:
C -0.3647 -1.0062 -1.5433
N -0.5418 0.2899 -1.0696
N 0.7981 -1.4664 -1.1099
C 0.4108 0.4699 0.0437
N 1.0579 1.7733 -0.0136
C 1.3875 -0.6454 -0.1987
C -0.2679 0.3125 1.4185
C -1.4981 -0.0635 1.6735
H -1.4996 0.5853 -0.9126
H 1.2128 -2.3362 -1.4007
H -0.8594 -1.3461 -2.4245
H 1.5509 1.8553 -0.8996
H 0.3577 2.5122 0.0123
H 1.9448 -1.1128 0.6142
H 0.3683 0.6792 2.2311
H -1.9037 -0.0565 2.6699
H -2.1535 -0.4445 0.9090


Record 5
C32H46BrN3P2Ti as an isolated structure, computed with ωB97M-V with the def2-TZVPD basis set.

Output
* highest occupied orbital energy (spin up / spin down): -0.4319 / -0.4319 hartree
* multiplicity: 3
* ⟨S²⟩: 2.06
* LUMO (spin up / spin down): -0.2596 / -0.2619 Eh
* net charge: +2
* ΔE to the lowest compared entry with this formula, charge and spin: 0.0 kcal per mole
* Kohn-Sham gap (spin up / spin down): 0.1723 / 0.1700 Eh

Positions of all 85 atoms, in Å:
N -5.9284 4.3460 -4.3438
C -5.8999 4.7578 -3.0799
C -5.2572 4.0219 -2.0820
C -4.6034 2.8010 -2.4152
C -4.6914 2.3916 -3.7766
C -5.3688 3.1959 -4.6901
C -3.8569 2.0476 -1.4106
Ti -1.5874 0.4359 -0.1452
P 4.9939 -0.7963 0.3097
C -2.7579 1.2467 -1.7873
C -1.3881 1.7906 -1.5959
C -0.3001 1.1156 -2.1998
C 1.0169 1.3168 -1.7433
C 1.1433 1.7965 -0.4314
C 0.1261 2.5776 0.1337
C -1.1908 2.5269 -0.3804
Br 2.3241 0.9470 0.8133
H -4.1121 2.1681 -0.3490
H -2.8991 0.5458 -2.6171
H -5.2306 4.4201 -1.0710
H -4.2642 1.4567 -4.1193
H -6.3684 5.7179 -2.8526
H -5.4229 2.9159 -5.7385
H -0.5670 0.5146 -3.0730
H -2.0053 3.1696 -0.0268
H 1.8895 1.1733 -2.3775
H 0.3736 3.2981 0.9032
P -0.8044 -2.0247 -0.4471
C 5.1108 1.0321 0.3369
C 6.4454 1.6530 -0.0392
H 4.8310 1.3677 1.3500
H 4.3692 1.3931 -0.3958
H 6.3835 2.7280 0.1713
H 7.2528 1.2120 0.5548
H 6.6445 1.5349 -1.1093
C 4.1740 -1.2741 -1.2543
C 5.0834 -2.2008 -2.0771
H 3.9495 -0.3525 -1.8109
H 3.2378 -1.7824 -0.9927
H 4.7060 -2.2971 -3.1001
H 6.1092 -1.8136 -2.1238
H 5.1322 -3.2187 -1.6683
C 4.0186 -1.5354 1.6835
C 4.9371 -2.0871 2.7808
H 3.3820 -2.3332 1.2617
H 3.3876 -0.7471 2.1181
H 4.3932 -2.7956 3.4150
H 5.8093 -2.5827 2.3463
H 5.3178 -1.2955 3.4395
C -0.6756 -3.3067 0.8741
C -1.6439 -4.4977 0.8587
H -0.7601 -2.7695 1.8317
H 0.3579 -3.6903 0.8323
H -2.6487 -4.2115 1.1866
H -1.7323 -4.9597 -0.1301
H -1.2766 -5.2696 1.5484
C 0.4807 -2.6128 -1.6089
C 0.2328 -2.3420 -3.0923
H 0.6353 -3.6951 -1.4366
H 1.4043 -2.1031 -1.2890
H -0.7556 -2.6803 -3.4245
H 0.3296 -1.2729 -3.3107
H 0.9829 -2.8757 -3.6912
C -2.4325 -2.3409 -1.2335
C -3.5968 -1.7971 -0.4015
H -2.5156 -3.4268 -1.3783
H -2.4291 -1.8942 -2.2366
H -4.4303 -1.5154 -1.0639
H -3.9821 -2.5686 0.2873
H -3.3554 -0.8833 0.2163
N -2.0396 -0.5638 3.9413
C -2.0152 -0.6363 2.6059
N -1.3299 0.3888 2.0863
C -0.8166 1.1370 3.1839
C 0.0346 2.2452 3.3219
C 0.2073 2.8215 4.5890
C -0.3829 2.2475 5.7306
C -1.1351 1.0669 5.6189
C -1.3073 0.5524 4.3451
H -2.5222 -1.1972 4.5707
H -2.4597 -1.4605 2.0592
H 0.5751 2.6182 2.4603
H 0.8183 3.7221 4.6918
H -0.2477 2.7308 6.6982
H -1.6062 0.5611 6.4660


Record 6
C50H32FeN4O6S2 as an isolated structure, computed with ωB97M-V with the def2-TZVPD basis set.

Output
* highest occupied orbital energy (spin up / spin down): -0.1298 / -0.1299 hartree
* multiplicity: 2
* ⟨S²⟩: 0.79
* LUMO (spin up / spin down): 0.0388 / 0.0366 Eh
* net charge: -1
* Kohn-Sham gap (spin up / spin down): 0.1686 / 0.1664 Eh

Positions of all 95 atoms, in Å:
Fe 0.4110 -0.5238 -0.3147
C -5.3511 -0.5750 4.7438
C -5.5566 -1.6223 3.8266
C -4.6241 -1.8546 2.8059
C -3.6201 -0.9643 2.5893
C -3.5446 0.3379 3.3339
C -4.3670 0.3423 4.5698
C -2.4018 -1.0907 1.7378
C -0.3339 -0.8194 2.3708
C 0.0816 -0.5313 3.8146
C 1.1305 0.4841 3.5478
C 1.5759 0.2571 2.2540
C 2.8126 0.6691 1.7290
C 3.7811 1.3478 2.5955
C 4.2701 2.6123 2.2801
C 5.1634 3.2466 3.1235
C 5.6020 2.6210 4.2793
C 5.1449 1.3489 4.5856
C 4.2368 0.7219 3.7557
C 3.1834 0.1762 0.4817
N 2.3332 -0.3380 -0.4476
C 3.1210 -0.6954 -1.5075
C 2.6638 -0.8680 -2.8130
C 3.6934 -0.6764 -3.8656
C 4.2291 0.6123 -3.9187
C 5.2410 0.9302 -4.7992
C 5.7427 -0.0430 -5.6493
C 5.1964 -1.3142 -5.6300
C 4.1774 -1.6349 -4.7434
C 1.3276 -0.7080 -3.1584
C 0.9179 -0.5317 -4.5202
C -0.3498 -0.0692 -4.4895
C -0.7309 -0.0048 -3.0987
N 0.3021 -0.4261 -2.3020
C -1.9409 0.5052 -2.6980
C -2.4089 0.4350 -1.2986
C -3.8300 -0.0704 -1.2818
C -3.9140 -0.9616 -0.2681
C -2.6208 -1.0960 0.2948
N -1.6603 -0.4252 -0.4046
C -2.9364 0.9033 -3.6976
C -3.3566 -0.0099 -4.6680
C -4.2977 0.3509 -5.6105
C -4.8303 1.6304 -5.6064
C -4.4433 2.5320 -4.6280
C -3.5129 2.1720 -3.6715
C 4.4989 -0.5295 -1.1811
C 4.5357 0.0555 0.0459
N 0.7676 -0.5877 1.5348
H -5.9717 -0.5367 5.6295
H -6.3728 -2.3096 3.9731
H -4.6663 -2.7673 2.2274
H -3.9194 1.1464 2.6738
H -4.1949 1.1363 5.2800
H 0.5583 -1.4120 4.2734
H 1.6241 1.0796 4.2896
H 3.9195 3.1009 1.3835
H 5.5101 4.2432 2.8883
H 6.3083 3.1151 4.9318
H 5.4907 0.8487 5.4801
H 3.8785 -0.2709 3.9844
H 3.8317 1.3602 -3.2489
H 5.6493 1.9312 -4.8084
H 6.5585 0.1914 -6.3188
H 5.5817 -2.0706 -6.3005
H 3.7668 -2.6337 -4.7346
H 1.5435 -0.6989 -5.3750
H -0.9725 0.2297 -5.3095
H -4.5938 0.2700 -1.9501
H -4.7892 -1.4669 0.0918
H -2.9588 -1.0143 -4.6421
H -4.6241 -0.3721 -6.3445
H -5.5604 1.9140 -6.3500
H -4.8709 3.5237 -4.6128
H -3.2144 2.8578 -2.8922
H 5.3195 -0.8077 -1.8141
H 5.3929 0.3523 0.6162
O -2.3470 1.6826 -0.5091
S -1.2476 1.3948 0.6849
O -1.4031 2.6161 1.4473
O 0.0846 1.3606 0.0442
C -1.5292 0.1142 2.1030
C -2.0312 0.5995 3.4468
C -1.2906 -0.3149 4.4651
C -1.8126 -1.7358 4.5488
C -1.6483 -2.5823 3.5292
C -1.2428 -2.0273 2.2160
S -0.6230 -3.1826 0.9223
O -1.8076 -3.8047 0.3760
O 0.2507 -4.0756 1.6502
O 0.1315 -2.4163 -0.1157
H -1.7874 1.6484 3.6260
H -1.2686 0.1494 5.4536
H -2.2086 -2.0686 5.4956
H -1.9553 -3.6145 3.5668


Record 7
An isolated molecule of C3H4ClFS, computed with ωB97M-V with the def2-TZVPD basis set.

Output
* highest occupied orbital energy: -0.3473 hartree
* multiplicity: 1
* LUMO: 0.0286 Eh
* SMILES string: F/C(Cl)=C\CS
* net charge: 0
* ΔE to the lowest compared entry with this formula, charge and spin: 22.7 kcal per mole
* Kohn-Sham gap: 0.3759 Eh

Positions of all 10 atoms, in Å:
C -0.4930 -1.0173 -0.9583
C -0.1847 0.2265 -0.2652
C 0.6707 0.1679 0.7757
H -2.6436 -0.5062 -1.3477
H -0.8168 -1.8639 -0.4387
H 0.5274 -1.2065 -1.4474
H -0.5951 1.1611 -0.5445
F 1.3306 -0.9611 1.2307
S -1.6834 -0.6929 -2.1935
Cl 1.0900 1.5229 1.7932


The records above yield max |F| values of 0.0446 0.1266 0.0578 0.0376 0.0664 0.0738 0.0811 hartree/bohr, respectively.